1.
Computed, not measured: a molecular structure, C8H15NO5PdS at a distorted geometry, with the ωB97M-V functional and the def2-TZVPD basis.

Structure (XYZ):
```
31
C8H15NO5PdS, DFT the ωB97M-V functional and the def2-TZVPD basis
H -0.34 -2.03 3.90
H -2.09 -1.93 3.58
C -1.63 -1.87 -1.11
H 1.76 1.48 -1.89
H 2.96 -0.60 -2.74
H -0.52 -0.88 -3.08
C 0.05 2.19 0.24
H 1.53 -1.54 -2.32
H -1.68 1.75 -0.98
H -1.93 0.12 -2.52
H 3.22 -0.11 -0.58
H 1.15 0.83 -3.40
C -1.09 -1.92 3.13
O 2.46 -0.70 -0.71
H 0.30 0.26 4.27
O 0.84 1.32 0.85
O -2.59 -2.21 -1.65
C -0.95 -0.29 -2.28
N -0.12 0.55 -1.75
C -0.60 1.79 -1.15
H 0.19 1.60 3.08
S -0.91 -0.35 2.28
C 2.08 -0.62 -2.10
C 1.25 0.63 -2.33
O -0.86 -1.99 -0.21
H -1.23 1.16 4.05
H -1.03 -2.72 2.40
C -0.34 0.78 3.55
H -0.36 2.65 -1.79
Pd 0.71 -0.64 0.65
O -0.23 3.28 0.64
```

Its charge is +2. As for the LUMO energy: -10.6228 eV. Its HOMO-LUMO gap is 6.5 eV.


2.
Computed, not measured: 8 unconnected molecules or ions with the total composition C43H31NO30 at a distorted geometry, with the ωB97M-V functional and the def2-TZVPD basis.

Structure (XYZ):
```
105
C43H31NO30, DFT the ωB97M-V functional and the def2-TZVPD basis
C 2.81 5.03 1.74
C -0.08 0.80 3.62
C -0.79 -0.11 4.33
H 3.81 -3.38 -1.98
C 1.37 1.03 3.62
O -3.48 2.76 -1.15
H 2.02 -1.34 6.10
C -4.25 -1.27 -0.26
H -2.62 2.70 -0.72
O 3.54 -1.89 2.67
C 3.49 -5.07 0.91
C 0.12 5.55 2.56
O -7.26 0.98 2.39
O 4.05 4.69 1.33
O -0.11 -4.73 1.38
C -4.46 2.41 -0.26
C 3.93 -3.94 1.43
C 0.38 4.76 1.36
C -1.91 -1.41 -0.59
N 0.37 1.55 -0.70
O -0.38 2.42 -6.72
H -2.49 -0.73 4.99
C 2.53 -4.44 -2.81
C -2.88 -2.02 1.61
H -1.46 -5.30 -4.97
C 2.29 1.48 -4.36
O -2.64 -2.60 2.69
H 2.57 0.68 -3.69
H -0.76 -1.68 1.22
O 3.32 0.46 4.67
O 3.77 -4.28 -2.31
C 0.69 -5.72 -3.95
C 3.13 -2.90 2.09
O 3.92 4.53 -5.77
C 0.65 2.41 -6.07
C -4.02 2.48 1.22
C 1.73 3.42 -6.21
O -7.84 1.34 -0.33
C 1.80 4.66 1.03
H 4.47 4.62 -4.98
C -6.73 1.64 0.16
H -1.07 -1.30 -2.34
H 1.89 1.22 0.70
O 4.29 2.46 -3.95
C 1.95 0.22 4.62
H 1.02 -2.44 2.29
H 0.09 -2.31 -3.92
O -2.99 2.94 1.60
H -0.22 -5.55 0.90
H 2.03 4.27 0.04
H 1.83 -0.11 -0.47
C 1.12 5.85 3.42
O 1.74 -6.57 0.40
H 4.60 4.66 2.12
C 3.29 2.54 -4.58
O 0.30 0.32 -5.05
C -6.35 1.50 1.56
C 2.60 5.67 3.04
H -0.38 0.39 -5.73
O 1.96 1.85 2.91
O -0.48 4.27 0.66
C 1.70 -3.24 2.05
O 3.54 5.87 3.82
C 2.07 -5.45 0.92
O -5.18 -1.63 1.92
C 1.23 0.60 0.09
C -4.14 -1.61 1.01
H 1.55 4.18 -6.96
C 2.05 -5.53 -3.34
C 1.43 -0.73 5.42
H 0.85 6.41 4.31
H 0.54 0.08 0.75
H 3.54 1.10 3.99
C -1.73 -1.66 0.76
H -4.92 1.86 3.07
C -5.69 2.01 -0.74
H -0.71 1.45 3.02
C -3.17 -1.27 -1.24
H -8.03 0.74 1.87
H -5.97 2.10 -1.78
H 5.42 -2.99 1.97
H -5.23 -1.26 -0.73
C -5.12 2.00 2.02
C 2.96 3.46 -5.61
O 2.10 -2.18 -2.28
O -0.81 1.59 -0.39
O -2.11 -0.30 4.21
C 1.15 1.39 -5.08
O 5.29 -3.67 1.31
C 1.19 -4.40 1.44
O -1.19 5.90 2.75
C 0.47 -3.28 -3.66
C -0.04 -1.05 5.25
C 1.76 -3.24 -2.82
H -4.92 -2.09 2.73
O -0.80 -1.35 -1.42
H 2.61 -6.45 -3.29
O -3.39 -1.13 -2.51
O -0.48 -2.00 5.85
O -1.26 -4.44 -4.61
O 0.28 -6.88 -4.18
H -1.72 5.66 1.98
O 0.90 2.11 -1.66
C -0.01 -4.42 -4.09
H 4.14 -5.75 0.37
```

Its charge is -1. As for the LUMO energy (spin up / spin down): -0.3364 / -0.3352 eV. As for the spin multiplicity: 2. Its HOMO-LUMO gap (spin up / spin down) is 2.9 / 5.0 eV.


3.
Computed, not measured: 2 unconnected molecules or ions with the total composition C42H42N3O at a distorted geometry, with the ωB97M-V functional and the def2-TZVPD basis.

Structure (XYZ):
```
88
C42H42N3O, DFT the ωB97M-V functional and the def2-TZVPD basis
H 4.04 -1.85 -3.77
C -0.16 -0.06 6.89
N -0.07 0.43 -0.80
C -2.27 -2.37 -4.29
H 0.71 -1.07 -3.25
H 3.05 1.99 1.16
C 5.46 -0.63 -2.12
H 0.35 3.88 -2.60
C 4.07 -0.50 -2.15
C -0.55 3.88 -1.97
H -2.88 0.89 8.75
C -3.66 -0.51 -1.12
C -1.55 -0.81 0.69
H 8.22 0.95 -1.75
H 6.25 1.85 0.06
H -5.97 -1.09 0.36
N 2.06 0.62 -1.22
C 0.24 1.77 -1.05
C -2.69 4.81 -1.33
C -2.95 1.32 6.68
C -2.79 -1.40 0.93
C -2.33 0.84 -2.70
H -1.14 1.02 3.78
H 2.69 -2.09 -2.67
H -3.17 1.81 4.64
H 3.05 3.08 -0.26
H 0.76 -0.56 7.20
H -1.83 2.23 0.74
C 3.66 2.39 0.34
H -5.48 -2.55 -0.51
H 4.48 2.96 0.80
C 0.58 -2.78 -1.16
H 1.91 -4.33 -0.55
C 4.26 1.33 -0.52
C -1.57 -3.40 -2.22
H -2.98 -2.28 -5.10
H -0.88 -0.91 -5.13
C -5.20 -1.86 0.31
C -0.25 0.24 5.54
H -1.30 0.96 -3.05
C -0.39 -2.59 -2.19
C -3.86 -1.25 0.04
H -1.74 -4.10 -1.39
C -2.51 -3.25 -3.23
C 3.48 0.46 -1.30
H -5.18 -2.42 1.25
H 0.09 -1.88 1.63
H 0.31 -4.89 -1.12
H -2.88 0.29 -3.48
C 1.09 -0.28 -1.01
H -1.47 5.56 -2.96
H -0.78 -0.13 8.91
H 0.18 -0.10 1.81
C -1.56 4.82 -2.16
N 1.52 1.89 -1.32
C -1.36 -0.10 -0.50
H 8.12 -0.07 -0.31
C -1.29 0.87 4.85
H -3.67 3.88 0.37
C -2.32 0.80 7.81
H -2.79 1.83 -2.61
C 1.37 -1.67 -0.62
C -1.79 2.94 -0.09
H -1.01 -1.05 2.73
H -4.47 -0.39 -1.83
C 7.75 0.05 -1.33
O 2.26 -1.88 0.24
H 5.93 -1.39 -2.75
C -0.20 -1.68 -3.25
H 0.49 -4.13 0.49
H -3.94 1.76 6.85
C -0.72 2.86 -1.01
C 3.31 -1.31 -3.14
C -1.08 0.19 7.90
C -2.80 3.88 -0.29
H 2.69 -0.70 -3.81
C 0.83 -4.11 -0.55
C -1.10 -1.60 -4.30
H -3.49 5.54 -1.48
C 6.26 0.19 -1.32
H 0.61 -0.06 4.92
C 5.65 1.18 -0.54
C -2.49 1.35 5.37
H -3.43 -3.83 -3.19
H 8.04 -0.81 -1.93
C -2.42 0.08 -1.41
H -2.93 -1.98 1.85
C -0.50 -0.96 1.76
```

Its charge is +1. As for the LUMO energy: -5.4893 eV. Its HOMO-LUMO gap is 2.2 eV.


4.
Computed, not measured: a single C8H11N3O2S molecule at a distorted geometry, with the ωB97M-V functional and the def2-TZVPD basis.

Structure (XYZ):
```
25
C8H11N3O2S, DFT the ωB97M-V functional and the def2-TZVPD basis
H -1.94 2.74 2.75
O -2.72 2.23 3.03
C -0.04 -1.10 -0.90
N 0.69 -0.84 0.32
C 1.70 -1.63 0.80
C -1.91 0.46 1.58
O -4.02 0.50 2.54
C 0.60 0.28 1.18
H -0.57 -2.02 -0.72
N 2.22 -1.23 1.94
C -0.66 0.88 1.66
H 1.68 0.70 2.78
H -0.74 -0.25 -1.13
C 0.77 -1.01 -2.15
H 1.58 -1.63 -2.32
S 1.23 2.06 0.22
H 1.68 1.56 -0.93
C -2.95 1.07 2.42
H -0.51 0.05 -3.56
N 1.45 -0.10 2.22
H 2.15 -2.20 0.00
C 0.34 -0.46 -3.33
H 1.00 -0.75 -4.15
H -0.37 1.69 2.40
H -2.22 -0.42 1.27
```

Its charge is 0. As for the LUMO energy: 0.1391 eV. Its HOMO-LUMO gap is 8.3 eV.


5.
Computed, not measured: a gas-phase ion, C4H9N2O2 (charge +1) at a distorted geometry, with the ωB97M-V functional and the def2-TZVPD basis.

Structure (XYZ):
```
17
C4H9N2O2, DFT the ωB97M-V functional and the def2-TZVPD basis
C 1.28 -0.80 -0.27
N -0.17 -1.10 -0.15
C 0.54 1.55 0.09
H -1.06 -0.10 -1.88
O -2.43 -0.08 1.05
H 1.56 0.39 1.53
N -0.56 1.30 -0.46
C 1.57 0.52 0.44
C -0.98 0.03 -0.80
O -2.39 -0.23 -0.35
H 1.51 -0.71 -1.34
H 0.75 2.58 0.32
H -3.16 0.53 1.21
H 2.56 0.88 0.18
H -0.43 -2.00 -0.57
H -0.47 -1.11 0.84
H 1.86 -1.62 0.15
```

Its charge is +1. As for the LUMO energy: -3.4894 eV. Its HOMO-LUMO gap is 11.3 eV.